A molecular structure, C20H21CrN7O4. Source: the OMol25 dataset; level of theory: ωB97M-V with the def2-TZVPD basis set.

Each line ends with the Löwdin charge.
Atoms and positions in Å:
Cr 0.086 -0.551 -0.129  0.7379
O -0.647 -0.384 3.948  0.0281
C -0.620 -0.419 2.718  -0.4749
N 0.411 -0.462 1.871  -0.0177
C 1.769 -0.512 2.249  -0.2114
C 2.246 -0.432 3.554  -0.0206
C 3.615 -0.484 3.798  -0.1027
C 4.508 -0.616 2.750  -0.1018
C 4.052 -0.699 1.438  -0.0181
C 2.686 -0.648 1.172  -0.2037
N 2.101 -0.712 -0.106  -0.0088
C 2.771 -0.818 -1.254  -0.4758
O 3.977 -0.920 -1.473  0.0253
C 1.828 -0.784 -2.455  -0.1636
C 2.351 -0.881 -3.735  0.0079
C 1.490 -0.815 -4.816  -0.0474
C 0.133 -0.643 -4.589  -0.0507
C -0.312 -0.552 -3.283  -0.1150
N 0.511 -0.631 -2.237  0.0303
C -1.952 -0.422 1.974  -0.1608
C -3.137 -0.398 2.695  0.0102
C -4.337 -0.415 2.009  -0.0455
C -4.322 -0.450 0.621  -0.0545
C -3.099 -0.462 -0.025  -0.1227
N -1.939 -0.452 0.633  0.0316
H 1.540 -0.334 4.363  0.0934
H 3.975 -0.422 4.817  0.0958
H 5.573 -0.658 2.943  0.0962
H 4.741 -0.806 0.615  0.0936
H 3.420 -1.000 -3.834  0.1190
H 1.872 -0.890 -5.826  0.1098
H -0.573 -0.575 -5.405  0.1052
H -1.357 -0.392 -3.056  0.1031
H -3.070 -0.370 3.773  0.1196
H -5.277 -0.401 2.546  0.1103
H -5.236 -0.466 0.045  0.1058
H -3.035 -0.463 -1.105  0.1080
C -3.470 3.409 -1.382  -0.0411
O -2.269 3.648 -0.645  -0.0287
C -1.340 2.677 -0.754  -0.5665
O -1.471 1.684 -1.435  0.0567
N -0.261 2.999 0.002  0.0150
N 0.809 2.117 0.082  0.0597
H -4.096 4.280 -1.214  0.0933
H -3.968 2.510 -1.019  0.0847
H -3.253 3.296 -2.443  0.0954
H -0.295 3.844 0.550  0.1541
H 0.973 1.819 1.037  0.0854
H 1.648 2.518 -0.316  0.1083
N -0.011 -3.107 0.006  0.0410
H 0.371 -3.124 0.946  0.0361
H 0.699 -3.496 -0.605  0.0366
H -0.809 -3.733 -0.011  0.0345

HOMO level (alpha / beta): -6.74 / -7.03 eV
ΔE to the lowest compared entry with this formula, charge and spin: 0.00 kcal per mole
Gap between HOMO and LUMO (alpha / beta): 7.0 / 7.3 eV
E: -2503.60064 hartree
2S+1: 5
LUMO energy (alpha / beta): 0.0102 / 0.0081 Eh